No. 1
Computed, not measured: a structure of composition C22H34MoNO3Sb2, with wB97M-V/def2-TZVPD.

- Charge: +3
- HOMO (spin up / spin down): -16.50 / -16.49 eV
- Spin multiplicity: 3

Structure (XYZ):
```
63
Properties=species:S:1:pos:R:3:mulliken_charge:R:1
Mo -0.23182 -0.03838 0.04744 0.858
C 2.60999 2.87255 0.35441 -1.334
Sb 0.52172 2.76004 0.06211 1.089
C 0.26370 3.48464 -1.90732 -1.009
C -0.28632 4.27205 1.35457 -1.453
C -1.14894 5.17314 0.53372 0.528
C -0.63548 6.35936 0.02244 -0.723
C -1.41054 7.16949 -0.79594 -0.651
C -2.70885 6.79636 -1.11358 -0.702
C -3.23605 5.62090 -0.59969 -0.775
C -2.46908 4.79919 0.22371 1.141
C -3.08484 3.58108 0.82768 -1.587
Sb -2.73286 1.68666 -0.14574 0.552
C -4.45404 0.72951 0.65718 -1.444
C -3.32976 2.10115 -2.13712 -1.362
H 3.13554 2.19462 -0.30763 0.409
H 2.85712 2.66057 1.39263 0.433
H 2.87177 3.90545 0.11800 0.481
H 0.48130 4.55191 -1.88224 0.441
H -0.74980 3.33971 -2.27133 0.129
H 0.97084 2.97536 -2.56020 0.468
H 0.58885 4.77726 1.76381 0.761
H -0.80727 3.79133 2.18072 0.413
H 0.37135 6.66662 0.27979 0.454
H -1.00263 8.09659 -1.17474 0.448
H -3.32067 7.42950 -1.74120 0.452
H -4.26571 5.36061 -0.81465 0.457
H -4.17305 3.61858 0.73876 0.767
H -2.85412 3.44970 1.88455 0.674
H -5.26121 1.43505 0.45394 0.591
H -4.36410 0.60934 1.73504 0.466
H -4.70121 -0.21206 0.18177 0.423
H -4.40761 2.26143 -2.09611 0.501
H -3.11307 1.28643 -2.82170 0.483
H -2.85140 3.01822 -2.47508 0.410
O 3.76210 -0.27723 -0.40006 -0.409
C 2.66986 -0.67905 -0.26445 -0.016
O 1.58188 0.26163 -0.25256 -0.873
C 2.14283 -2.04395 -0.10414 0.630
C 2.98870 -3.13351 -0.13080 -0.689
C 2.42443 -4.39931 -0.01965 -0.435
C 1.04864 -4.49342 0.09795 -1.109
C 0.27867 -3.33932 0.11809 -0.352
N 0.80666 -2.11076 0.03118 0.413
H 4.05405 -2.98186 -0.24359 0.553
H 3.04533 -5.28522 -0.03645 0.493
H 0.55940 -5.45477 0.17298 0.499
H -0.79052 -3.41341 0.19948 0.395
C -1.62471 -1.16539 2.45770 -1.282
C -2.44608 -1.84774 1.39219 -0.334
O -1.91369 -1.41204 0.09753 0.489
C -2.60636 -1.89144 -1.10378 -0.271
C -1.75008 -1.58063 -2.30297 -1.184
H -1.97364 -1.44577 3.45267 0.527
H -1.72282 -0.06958 2.40722 0.269
H -0.57132 -1.46271 2.41951 0.326
H -3.49524 -1.56917 1.43104 0.420
H -2.37300 -2.93437 1.44041 0.440
H -3.58066 -1.40390 -1.14502 0.338
H -2.75943 -2.96436 -0.97822 0.409
H -1.56081 -0.50271 -2.39833 0.158
H -2.27242 -1.86975 -3.21600 0.503
H -0.80444 -2.12460 -2.28843 0.301
```

=====

No. 2
Computed, not measured: the molecule C22H34N2O4, with wB97M-V/def2-TZVPD.

- HOMO: -7.94 eV

Structure (XYZ):
```
62
Properties=species:S:1:pos:R:3:mulliken_charge:R:1
C -1.65412 6.22108 -0.24665 -1.020
C -0.36369 5.76884 0.42769 -0.241
H 0.39958 5.55118 -0.32452 0.155
H 0.00693 6.55195 1.09598 0.407
O -0.55782 4.66192 1.29027 -0.531
C -1.04637 3.47782 0.80967 0.468
C -1.78383 2.73664 1.72423 -0.882
C -2.28333 1.48570 1.41496 -0.649
C -2.08385 0.95295 0.15294 -0.038
C -1.37701 1.69995 -0.78012 -0.070
C -0.82021 2.93314 -0.47046 0.730
O -0.05558 3.64547 -1.34919 -0.304
C 0.29337 3.05915 -2.59138 0.024
C 1.28521 3.99170 -3.26960 -1.490
H 1.57395 3.58143 -4.23290 0.460
H 0.83855 4.97191 -3.41812 0.302
H 2.17216 4.10384 -2.65178 0.321
H 0.74371 2.07276 -2.42929 0.134
H -0.60350 2.94570 -3.21698 0.331
H -1.22732 1.28706 -1.76321 0.468
C -2.58444 -0.42145 -0.20124 -1.375
H -3.30131 -0.35940 -1.02413 0.489
H -3.10299 -0.84383 0.65909 0.366
C -1.44396 -1.35878 -0.64799 -1.341
N -0.22920 -1.20373 0.11793 0.823
C 0.84555 -0.55666 -0.38783 0.549
O 0.91307 -0.07496 -1.50090 -0.754
C 1.96054 -0.59788 0.64005 -0.747
C 1.30255 -1.18197 1.88526 -1.050
H 1.95088 -1.86179 2.43608 0.343
H 0.99166 -0.38180 2.55786 0.467
C 0.04735 -1.90934 1.35639 1.866
C -1.09551 -1.86233 2.36169 -2.024
H -0.77205 -2.36135 3.27141 0.449
H -1.96648 -2.39155 1.98390 0.338
H -1.35786 -0.83237 2.58431 0.453
C 0.41506 -3.39394 1.10212 -0.444
O 0.34370 -4.22008 1.98779 -0.686
N 0.84410 -3.67168 -0.14124 0.100
H 0.89845 -2.93923 -0.83222 0.298
C 1.28446 -4.98679 -0.56302 -0.153
C 0.42481 -5.46239 -1.73199 -1.615
H 0.71399 -6.46695 -2.02725 0.436
H -0.62481 -5.47420 -1.44833 0.392
H 0.54854 -4.80035 -2.58727 0.322
C 2.76981 -4.94995 -0.93812 -0.566
C 3.65431 -4.61194 0.25549 -1.052
H 3.39672 -3.63680 0.66238 0.130
H 3.52481 -5.34957 1.04362 0.319
H 4.70122 -4.59667 -0.03780 0.405
H 3.05186 -5.92625 -1.33486 0.377
H 2.91831 -4.21129 -1.73051 0.289
H 1.13838 -5.64237 0.30164 0.471
H 2.36261 0.40233 0.79388 0.470
H 2.76824 -1.22490 0.25601 0.205
H -1.77723 -2.40003 -0.59357 0.387
H -1.17523 -1.12849 -1.68348 0.653
H -2.84866 0.94045 2.15677 0.459
H -1.94064 3.16740 2.70088 0.453
H -2.42359 6.40533 0.50001 0.315
H -1.47430 7.13603 -0.80455 0.387
H -2.01021 5.45638 -0.93248 0.221
```

=====

No. 3
Computed, not measured: a structure of composition C22H34N6O2Sr, with wB97M-V/def2-TZVPD.

- HOMO: -7.12 eV

Structure (XYZ):
```
65
Properties=species:S:1:pos:R:3:mulliken_charge:R:1
Sr -0.40332 -0.56383 0.44487 2.003
O 1.75784 -1.55246 0.64411 -0.592
C 2.24588 -2.54149 1.30378 0.290
C 3.64591 -2.58984 1.56045 -0.677
C 4.23852 -3.60720 2.26175 -0.370
C 3.47808 -4.67065 2.76675 -0.773
C 2.12563 -4.66302 2.53953 -0.700
C 1.47436 -3.63875 1.82272 0.568
C 0.04329 -3.79545 1.69668 -0.278
N -0.78841 -3.04024 1.08747 0.119
C -2.20296 -3.32767 1.16537 -0.949
C -2.91612 -2.34869 2.09899 -0.877
N -2.59087 -0.97181 1.78841 0.180
C -3.40436 -0.04886 2.12716 -0.779
C -3.20362 1.38407 2.04407 0.915
C -4.35817 2.17048 2.22761 -0.623
C -4.33375 3.54234 2.22510 -0.705
C -3.09476 4.18092 2.06994 -0.424
C -1.94244 3.45394 1.91895 -0.488
C -1.92506 2.02779 1.88522 0.264
O -0.81679 1.40608 1.72374 -0.876
H 4.23652 -1.76885 1.17178 0.378
H 5.30930 -3.58497 2.42785 0.375
H 3.94391 -5.47248 3.32254 0.379
H 1.52071 -5.47727 2.92599 0.282
H -0.34063 -4.69418 2.20422 0.138
H -2.40558 -4.34833 1.52021 0.422
H -2.62937 -3.23334 0.15976 0.213
H -2.57604 -2.55973 3.11928 0.305
H -3.99818 -2.53797 2.06757 0.435
H -4.38556 -0.32934 2.54089 0.167
H -5.30381 1.65772 2.37546 0.312
H -5.24089 4.11505 2.35922 0.394
H -3.04324 5.26352 2.08193 0.371
H -0.98341 3.94914 1.82063 0.417
N -0.93994 -1.58680 -2.16611 -0.315
C -2.07663 -0.94570 -2.83458 -0.691
C -2.01960 0.56563 -2.67120 -0.551
N -2.14331 0.94106 -1.26417 -0.244
H -0.07745 -1.36897 -2.65436 0.125
H -1.03068 -2.59569 -2.17555 0.179
H -2.99525 -1.32001 -2.37428 0.323
H -2.13333 -1.18043 -3.90371 0.376
H -2.79184 1.01177 -3.30887 0.374
H -1.05313 0.93244 -3.02837 0.193
H -3.09147 0.82013 -0.92320 0.173
H -1.91335 1.91891 -1.12949 0.169
C 2.74545 3.72649 -1.74471 -1.869
C 2.89465 2.35534 -2.39651 1.574
C 3.05966 2.51286 -3.90491 -1.800
C 4.10611 1.61859 -1.81716 -1.701
N 1.63306 1.60630 -2.21619 -0.367
N 1.28608 1.27182 -0.88238 -0.043
H 3.61759 4.34329 -1.96363 0.475
H 2.66277 3.64638 -0.65956 0.353
H 1.85660 4.22979 -2.12771 0.405
H 3.97296 3.06169 -4.13474 0.414
H 2.20953 3.05213 -4.32350 0.393
H 3.12396 1.53626 -4.39181 0.407
H 5.01832 2.18565 -2.00698 0.449
H 4.21664 0.63362 -2.27643 0.368
H 4.02618 1.48715 -0.73684 0.452
H 1.70789 0.73289 -2.72603 0.254
H 0.91460 2.09217 -0.41595 0.125
H 2.08134 0.93062 -0.34105 0.183
```

=====

In the order shown, the computed energy above the lowest of the compared OMol25 structures with the same formula, charge and spin values come out to 162.4, 114.7, 0.0 kJ/mol.
In the order shown, the computed E_tot values come out to -45899.8144, -34537.4587, -37240.4657 eV.